Entry 1:
# C4H12N2O

A single C4H12N2O molecule (ωB97M-V/def2-TZVPD, OMol25).

Gap between HOMO and LUMO (eV): 9.7
E_HOMO (eV): -8.7
2S+1: 1
ΔE to the lowest compared entry with this formula, charge and spin (kcal/mol): 52.93
Charge: 0
Structure (SMILES): CNC[C@H](N)CO
LUMO energy (eV): 0.97

Atoms and positions in Å:
N 1.7992 -0.2133 -0.2077
C 0.4463 0.0555 -0.8602
C 0.3578 1.5309 -1.2007
O 0.6413 1.6481 -2.6481
C -0.6460 -0.4343 0.1336
N -0.1794 -1.0648 1.3544
C -1.3735 -1.2286 2.2436
H 2.4475 0.1457 -0.9157
H 1.9047 -1.2060 -0.4212
H 0.3242 -0.5398 -1.7664
H -0.7040 1.7875 -1.1063
H 1.1642 2.1324 -0.7726
H 0.8191 2.5810 -2.7242
H -1.2885 -1.1824 -0.3533
H -1.3044 0.4511 0.2947
H 0.5776 -0.5238 1.7418
H -1.0674 -1.3957 3.2738
H -1.8116 -2.1248 1.8019
H -2.1072 -0.4187 2.1326

=====

Entry 2:
# C4H12N2O

2 unconnected molecules or ions with the total composition C4H12N2O (ωB97M-V/def2-TZVPD, OMol25).

Gap between HOMO and LUMO (eV): 9.9
E_HOMO (eV): -9.2
2S+1: 1
ΔE to the lowest compared entry with this formula, charge and spin (kcal/mol): 54.48
Charge: 0
Structure (SMILES): [H]/N=C/N.CCCO
LUMO energy (eV): 0.71

Atoms and positions in Å:
N 1.7803 -0.3201 -1.3846
C 0.6759 0.0237 -2.1034
N -0.2491 0.8761 -1.7080
H 2.1128 0.3513 -0.7164
H 2.5936 -0.4758 -1.9465
H 0.4822 -0.4042 -3.0969
H -0.5561 1.2411 -2.6183
H -1.3270 -0.1494 -0.5308
C -0.6995 -1.2952 0.6963
O -1.7697 -1.0387 -0.3081
C -0.6087 -0.2414 1.8231
C -0.1195 1.1641 1.4734
H 0.2488 -1.3252 0.1754
H -0.9650 -2.2517 1.1464
H -0.0457 -0.6546 2.6497
H -1.6210 -0.1674 2.2372
H 0.2458 1.6786 2.3742
H -0.9098 1.8039 1.0232
H 0.7316 1.1850 0.8141

=====

Entry 3:
# C4H12N2O

2 unconnected molecules or ions with the total composition C4H12N2O (ωB97M-V/def2-TZVPD, OMol25).

Gap between HOMO and LUMO (alpha / beta) (eV): 10.6 / 7.5
E_HOMO (alpha / beta) (eV): -14.1 / -14.4
Expectation value of S²: 0.75
2S+1: 2
ΔE to the lowest compared entry with this formula, charge and spin (kcal/mol): 0.00
Charge: +1
LUMO energy (alpha / beta) (eV): -3.49 / -6.93

Atoms and positions in Å:
C 0.2792 1.9504 -0.4500
C -0.8249 0.9694 -1.0234
C -0.5517 -0.4399 -0.6531
C -1.0323 -1.5023 -1.3917
N -0.7813 -2.8152 -1.0918
N 0.1725 -0.7099 0.5111
H 1.2025 1.4718 -0.7586
H 0.1515 2.9119 -0.9260
H 0.2836 1.9680 0.6322
H -1.8089 1.2993 -0.6837
H -0.7408 1.0387 -2.1090
H -1.6613 -1.3735 -2.2619
H -0.0278 -2.9071 -0.4236
H -0.5394 -3.3694 -1.9036
H -0.0583 0.0311 1.1749
H -0.2453 -1.4895 1.0253
H 2.4833 0.7267 4.0201
H 1.7865 0.9011 2.7314
O 1.9129 1.3385 3.5814

=====

Entry 4:
# C4H12N2O2

2 unconnected molecules or ions with the total composition C4H12N2O2 (ωB97M-V/def2-TZVPD, OMol25).

Gap between HOMO and LUMO (alpha / beta) (eV): 2.6 / 6.8
E_HOMO (alpha / beta) (eV): 1.2 / -3.0
Expectation value of S²: 0.75
2S+1: 2
ΔE to the lowest compared entry with this formula, charge and spin (kcal/mol): 77.67
Charge: -1
LUMO energy (alpha / beta) (eV): 3.86 / 3.80

Atoms and positions in Å:
C 0.0158 0.2373 0.4217
C -0.3034 -0.7327 -0.7379
C -1.8020 -0.6390 -0.8595
O -2.5503 -1.5528 -1.0280
N 1.3460 0.7757 0.4983
C 1.4718 2.0697 1.0450
N 0.7950 2.1995 2.2897
H -0.1908 -0.2952 1.4575
H -0.6665 1.1501 0.4208
H 0.0886 -0.3748 -1.7187
H -0.1154 -1.7344 -0.5019
H -2.2999 0.3657 -0.7245
H 2.0303 0.1371 0.9317
H 2.5974 2.3119 1.0238
H 0.9854 2.8236 0.3766
H -0.0850 2.6715 2.2375
H 0.7343 1.3481 2.8778
H -0.7246 -2.9527 -3.1929
H -1.0194 -4.2254 -2.1772
O -0.3071 -3.5833 -2.6398

=====

Entry 5:
# C4H12N2O2

2 unconnected molecules or ions with the total composition C4H12N2O2 (ωB97M-V/def2-TZVPD, OMol25).

Gap between HOMO and LUMO (eV): 9.6
E_HOMO (eV): -8.7
2S+1: 1
ΔE to the lowest compared entry with this formula, charge and spin (kcal/mol): 56.21
Charge: 0
Structure (SMILES): NCCNCC=O.O
LUMO energy (eV): 0.88

Atoms and positions in Å:
N 1.6575 -1.1728 -0.6785
C 1.0386 0.0333 -1.2044
C -0.4916 -0.1541 -1.2789
N -1.0666 -0.3920 0.0305
C -1.1637 0.7742 0.8991
C -2.2335 1.7792 0.5049
O -2.3686 2.3349 -0.5499
H 2.6633 -1.1536 -0.8263
H 1.4232 -2.0522 -1.1320
H 1.4117 0.3932 -2.1611
H 1.1307 0.7611 -0.4322
H -0.6944 -1.0558 -1.8384
H -0.8674 0.7167 -1.8051
H -1.9671 -0.8436 -0.0315
H -1.3607 0.4375 1.9134
H -0.1888 1.2302 1.0744
H -2.9669 1.9117 1.3355
H 2.3063 -1.7349 2.5002
H 1.8450 -0.9356 1.3531
O 1.8930 -0.8772 2.3275

=====

Entry 6:
# C4H12N2O2

A single C4H12N2O2 molecule (ωB97M-V/def2-TZVPD, OMol25).

Gap between HOMO and LUMO (eV): 10.5
E_HOMO (eV): -9.6
2S+1: 1
ΔE to the lowest compared entry with this formula, charge and spin (kcal/mol): 111.29
Charge: 0
Structure (SMILES): CO[C@@H](N)N(C)OC
LUMO energy (eV): 0.97

Atoms and positions in Å:
C 0.2712 0.6656 -0.4043
C -1.6684 0.7886 -2.0560
C 1.6988 -0.6147 1.9712
C -0.2518 -1.6987 0.0268
N -0.3758 -0.3014 0.4010
N -0.0565 1.9632 0.0107
O -0.3862 0.2727 -1.7853
O 0.4138 -0.0494 1.8025
H 1.3361 0.5155 -0.5747
H -1.0041 1.9732 0.3717
H 0.5777 2.2492 0.7478
H -1.9026 0.5698 -3.1038
H -2.4358 0.3327 -1.4221
H -1.6983 1.8797 -1.9497
H 2.4706 -0.0994 1.3865
H 1.9794 -0.5322 3.0282
H 1.7386 -1.6872 1.7463
H -1.0459 -1.9562 -0.6777
H 0.7087 -1.9460 -0.4347
H -0.3693 -2.3250 0.9156

=====

Entry 7:
# C4H12N2O2

A single C4H12N2O2 molecule (ωB97M-V/def2-TZVPD, OMol25).

Gap between HOMO and LUMO (eV): 9.5
E_HOMO (eV): -8.6
2S+1: 1
ΔE to the lowest compared entry with this formula, charge and spin (kcal/mol): 95.89
Charge: 0
Structure (SMILES): NC[C@H](CO)NCO
LUMO energy (eV): 0.89

Atoms and positions in Å:
C 1.4824 0.3732 0.1872
N 1.8044 0.6706 1.5809
C -0.1302 0.4164 0.0321
C -0.7916 0.7500 1.3253
O -2.1082 1.3341 1.1254
N -0.5652 -1.0084 -0.3443
C -0.0612 -1.3068 -1.7432
O -0.9067 -0.6789 -2.6619
H 1.8390 -0.6849 -0.0334
H 1.9946 1.1137 -0.4155
H 2.3769 1.3981 1.8450
H 1.6967 -0.0886 2.2351
H -0.5359 1.0944 -0.8197
H -0.5116 1.6297 2.0014
H -0.9613 0.0056 2.0790
H -2.7792 0.6120 1.1152
H -1.5300 -1.2523 -0.4275
H -0.2926 -2.4700 -1.8197
H 0.8973 -0.9668 -1.7000
H -0.9175 -0.9409 -3.5615

=====

Entry 8:
# C4H12N2O2

A single C4H12N2O2 molecule (ωB97M-V/def2-TZVPD, OMol25).

Gap between HOMO and LUMO (eV): 9.6
E_HOMO (eV): -8.8
2S+1: 1
ΔE to the lowest compared entry with this formula, charge and spin (kcal/mol): 80.32
Charge: 0
Structure (SMILES): NC[C@H](CO)NCO
LUMO energy (eV): 0.79

Atoms and positions in Å:
C 1.2084 0.6341 1.0676
N 0.8100 1.5155 2.1830
C 0.1738 0.4437 -0.0553
C -1.3808 0.1880 0.1331
O -2.1347 1.3506 0.4756
N 0.7706 -0.8071 -0.7264
C 0.2351 -1.2845 -1.9868
O -1.1004 -1.7060 -1.9025
H 1.5684 -0.2960 1.5341
H 2.1161 1.0594 0.5728
H 0.8192 2.5649 1.8646
H 1.3663 1.3847 2.9894
H 0.1935 1.1945 -0.8386
H -1.6310 -0.5741 0.8938
H -1.7921 -0.0661 -0.8778
H -2.0633 1.4169 1.5606
H 0.8732 -1.5694 0.0378
H 0.9181 -2.1609 -2.1734
H 0.3096 -0.6213 -2.8317
H -1.2598 -2.6669 -1.9197